# C4H7F2N

2 unconnected molecules or ions with the total composition C4H7F2N in a non-equilibrium geometry (ωB97M-V/def2-TZVPD, the OMol25 dataset).

Last column: Löwdin charge in e.
Atoms and positions in Å:
C (0.554732, 0.058027, -0.479312)  -0.08
C (-0.745542, -0.082037, -0.155415)  -0.47
C (2.759758, 0.111031, 0.517585)  -0.14
C (-1.669546, 1.059709, 0.176588)  -0.05
N (-1.295072, -1.367347, 0.120854)  0.06
F (3.326299, 1.072316, -0.119814)  0.07
F (3.260882, -0.986277, -0.059922)  0.01
H (0.997300, -0.904860, -0.803213)  0.06
H (1.000692, 1.048034, -0.886222)  0.09
H (-1.171922, 2.022714, -0.240906)  0.12
H (-1.652868, 0.908294, 1.283655)  0.10
H (-2.537080, 0.792065, -0.352061)  0.05
H (-2.014168, -1.503818, 0.863460)  0.10
H (-0.813467, -2.227848, 0.134719)  0.06

Forces on atoms 1 to 2 (eV/Å):
-0.081 0.362 -2.328
0.859 -1.025 1.015

Computed properties:
**Multiplicity**: 1
**Energy above the lowest of the compared OMol25 structures with the same formula, charge and spin**: 3.1830 eV
**Strongest force on any atom**: 3.14 eV Å⁻¹
**Lowest unoccupied orbital energy**: 0.49 eV